# 1
{
  "formula": "C15H23GaIN2O2",
  "method": "the ωB97M-V functional and the def2-TZVPD basis",
  "species": ["C", "C", "O", "N", "C", "Ga", "C", "C", "C", "N", "O", "C", "C", "C", "I", "C", "C", "C", "C", "C", "C", "H", "H", "H", "H", "H", "H", "H", "H", "H", "H", "H", "H", "H", "H", "H", "H", "H", "H", "H", "H", "H", "H", "H"],
  "coordinates": [[-2.263648, -3.304984, -0.614483], [-1.874703, -1.819612, -0.558817], [-2.660039, -1.002119, -1.025428], [-0.642445, -1.526426, 0.001352], [0.394725, -2.176516, -0.873415], [-0.301323, 0.403941, 0.069955], [-1.403182, 1.409564, 1.446634], [-2.875205, 0.939756, 1.578825], [-2.967965, -0.189109, 2.585756], [-3.475182, -1.463386, 2.216817], [-2.623828, 0.012324, 3.744589], [-0.543811, 1.191614, -1.824912], [0.642468, 1.942522, -2.384448], [1.829173, 1.037928, -2.719877], [-0.019829, 2.832209, -4.324373], [1.676292, 0.654523, 0.621320], [2.480753, -0.386055, 1.050048], [3.801065, -0.238238, 1.385353], [4.389405, 0.997276, 1.304614], [3.613733, 2.055510, 0.920770], [2.296001, 1.886587, 0.588761], [-3.298200, -3.407528, -0.935662], [-1.657442, -3.794033, -1.386107], [-2.043377, -3.825872, 0.317337], [1.238682, -1.513177, -1.052851], [0.684874, -3.138977, -0.437751], [-0.040154, -2.373171, -1.861588], [-0.952648, 1.435885, 2.440812], [-1.440733, 2.457799, 1.120521], [-3.444361, 1.766756, 2.024250], [-3.351697, 0.719159, 0.621684], [-4.443222, -1.349042, 1.922258], [-3.525388, -1.983270, 3.089908], [-1.468940, 1.770499, -1.856718], [-0.715804, 0.335440, -2.488799], [0.891653, 2.801988, -1.769026], [1.514450, -0.002764, -2.817236], [2.286347, 1.341901, -3.661044], [2.616225, 1.068946, -1.962877], [2.041219, -1.378902, 1.106812], [4.365058, -1.113718, 1.690835], [5.440851, 1.099053, 1.548363], [4.070533, 3.039220, 0.859580], [1.759618, 2.786499, 0.298257]],
  "forces_ev_per_angstrom": [[0.461, 0.080, -0.510], [-0.385, -0.426, 0.164], [0.173, 0.013, 0.604], [0.147, 0.300, -1.361], [-0.930, -0.363, 0.417], [0.387, 0.858, 0.344], [-0.336, -0.096, -0.491], [-0.094, 0.211, 0.266], [-0.041, 0.418, 0.967], [-0.375, 0.646, 0.568], [0.045, -0.456, -0.791], [0.385, -0.322, -0.196], [-0.750, -0.824, 0.299], [0.364, 0.247, -0.141], [0.038, 0.379, -0.152], [-0.985, -0.370, -0.235], [-0.742, -0.968, -0.041], [0.430, -0.785, 0.198], [0.873, -0.335, 0.327], [0.808, 1.144, -0.064], [-0.536, 0.867, -0.152], [-0.045, 0.054, 0.273], [-0.014, 0.022, 0.057], [-0.178, 0.158, 0.066], [0.125, -0.137, 0.341], [0.426, 0.104, -0.163], [0.245, -0.064, -0.029], [0.006, -0.147, -0.043], [0.099, -0.094, -0.085], [-0.113, -0.185, 0.119], [0.246, -0.278, 0.027], [0.259, -0.073, -0.668], [0.185, -0.120, -0.071], [0.120, 0.107, 0.172], [-0.108, 0.012, 0.103], [0.193, 0.151, -0.335], [-0.143, 0.090, -0.059], [0.085, -0.097, 0.065], [-0.211, 0.073, 0.150], [0.083, -0.027, 0.086], [0.093, 0.070, 0.038], [-0.017, 0.199, -0.016], [-0.095, 0.042, 0.000], [-0.179, -0.080, -0.047]],
  "homo_energy_ev": -4.84,
  "charge": -1
}

# 2
{
  "formula": "C15H23HfN8PS",
  "method": "the ωB97M-V functional and the def2-TZVPD basis",
  "species": ["Hf", "C", "N", "C", "C", "N", "C", "P", "C", "N", "C", "C", "N", "C", "C", "N", "C", "C", "N", "C", "H", "H", "H", "H", "H", "H", "H", "H", "H", "H", "H", "H", "H", "H", "H", "C", "N", "C", "S", "N", "C", "H", "H", "H", "H", "H", "H", "H", "H"],
  "coordinates": [[-0.346968, 0.070970, 0.973874], [-2.334852, -2.641545, -3.367117], [-2.053502, -2.366914, -1.929355], [-2.507088, -3.175005, -0.909178], [-2.080967, -2.632001, 0.257874], [-1.360221, -1.487403, -0.047718], [-1.366023, -1.355164, -1.406126], [-0.595831, 0.012432, -2.370464], [1.084125, -0.001224, -1.605207], [1.362848, 0.021570, -0.270676], [2.743174, -0.000300, -0.138124], [3.276575, -0.036232, -1.383716], [2.229315, -0.036335, -2.280336], [2.424252, -0.067626, -3.758525], [-1.319845, 1.438746, -1.456544], [-1.310216, 1.623162, -0.103785], [-1.994136, 2.801128, 0.156222], [-2.403307, 3.311433, -1.031469], [-1.975303, 2.450797, -2.018946], [-2.244788, 2.680076, -3.466899], [-2.913508, -3.558658, -3.407955], [-2.917321, -1.822447, -3.779818], [-1.396156, -2.776350, -3.897229], [-3.092717, -4.058567, -1.109098], [-2.241708, -2.972100, 1.268065], [3.242828, 0.014970, 0.816056], [4.302340, -0.060015, -1.716634], [3.494450, -0.091705, -3.936693], [1.964646, -0.965984, -4.161101], [1.999746, 0.832916, -4.193506], [-2.140879, 3.187706, 1.151780], [-2.959299, 4.205480, -1.266296], [-2.795494, 3.611925, -3.544104], [-1.300789, 2.766953, -3.997643], [-2.850439, 1.864083, -3.851429], [1.336174, 2.429988, 4.726894], [1.924531, 1.076854, 4.637534], [1.376002, -0.024668, 4.180928], [-0.239348, 0.088989, 3.417438], [1.917237, -1.215312, 4.344013], [1.313926, -2.534139, 4.074677], [2.146118, 3.111892, 4.968165], [0.584968, 2.456787, 5.514147], [0.906910, 2.724670, 3.774199], [2.769793, 0.948212, 5.186863], [2.767889, -1.239730, 4.897918], [0.352824, -2.621352, 4.576430], [1.996830, -3.276465, 4.478205], [1.223191, -2.714512, 3.004392]],
  "forces_ev_per_angstrom": [[0.253, -0.031, -0.407], [0.081, 0.091, 0.301], [-0.123, -0.189, -0.120], [0.027, 0.065, -0.108], [0.029, 0.036, -0.048], [-0.002, 0.009, 0.274], [0.027, 0.045, 0.134], [-0.021, 0.002, -0.263], [-0.085, -0.005, 0.088], [-0.070, -0.005, 0.196], [-0.032, 0.003, -0.067], [-0.076, 0.003, -0.089], [0.193, -0.001, -0.128], [-0.074, 0.008, 0.318], [0.016, -0.040, 0.139], [-0.013, 0.006, 0.274], [0.031, -0.040, -0.048], [0.030, -0.064, -0.108], [-0.116, 0.189, -0.130], [0.078, -0.083, 0.305], [-0.007, -0.003, -0.078], [0.000, -0.011, -0.053], [-0.012, 0.002, -0.046], [-0.002, -0.009, 0.045], [-0.001, -0.004, -0.002], [0.006, -0.002, -0.005], [0.013, 0.000, 0.043], [-0.005, -0.001, -0.081], [0.000, 0.008, -0.049], [0.001, -0.011, -0.052], [-0.004, 0.002, -0.003], [-0.003, 0.011, 0.046], [-0.006, 0.001, -0.076], [-0.014, -0.002, -0.048], [0.001, 0.009, -0.052], [0.061, -0.118, -0.043], [0.065, -0.050, 0.087], [-0.153, -0.026, 0.014], [-0.120, 0.001, -0.206], [0.071, 0.037, 0.050], [0.096, 0.133, 0.017], [-0.030, 0.028, 0.031], [-0.011, 0.042, -0.003], [-0.017, -0.012, -0.019], [0.016, 0.059, -0.003], [0.007, -0.033, -0.011], [-0.018, -0.041, -0.020], [-0.055, -0.039, 0.018], [-0.032, 0.031, -0.014]],
  "homo_energy_ev": -21.53,
  "charge": 4
}

# 3
{
  "formula": "C15H23N3O",
  "method": "the ωB97M-V functional and the def2-TZVPD basis",
  "species": ["C", "C", "C", "C", "C", "N", "C", "N", "N", "C", "C", "C", "C", "C", "C", "C", "O", "C", "C", "H", "H", "H", "H", "H", "H", "H", "H", "H", "H", "H", "H", "H", "H", "H", "H", "H", "H", "H", "H", "H", "H", "H"],
  "coordinates": [[-0.685548, 1.459129, 1.779171], [-0.328888, 2.388594, 0.618759], [-0.046669, 3.794500, 1.156851], [-1.491646, 2.459870, -0.369507], [0.951318, 1.887544, -0.082679], [0.932729, 0.501304, -0.509692], [1.976136, -0.321119, -0.073333], [2.319380, -0.300691, 1.250324], [2.581879, -1.016315, -0.954096], [2.029896, -0.652616, -2.240724], [0.742863, 0.148290, -1.916086], [-0.530952, -0.710995, -2.111916], [-0.758162, -1.676401, -0.980493], [0.029741, -2.809299, -0.820050], [-0.153106, -3.658996, 0.254808], [-1.142033, -3.398961, 1.194543], [-1.349490, -4.204713, 2.274894], [-1.957369, -2.285978, 1.030257], [-1.761506, -1.443264, -0.046676], [0.082787, 1.502497, 2.549247], [-1.630064, 1.757992, 2.228494], [-0.780002, 0.435111, 1.425360], [0.775451, 3.779489, 1.869225], [-0.927092, 4.188367, 1.659285], [0.215727, 4.471546, 0.346563], [-2.381123, 2.853290, 0.118337], [-1.718283, 1.472473, -0.755234], [-1.244807, 3.110928, -1.205907], [1.786758, 2.006165, 0.614450], [1.148699, 2.533682, -0.948554], [2.940001, -1.053259, 1.503869], [1.549265, -0.159004, 1.885528], [1.828592, -1.543953, -2.834909], [2.766393, -0.049934, -2.787451], [0.659968, 1.046517, -2.536103], [-0.430249, -1.251947, -3.055762], [-1.397745, -0.053805, -2.200203], [0.804316, -3.038745, -1.533384], [0.476576, -4.532587, 0.364802], [-0.731438, -4.944930, 2.249065], [-2.735591, -2.097398, 1.752907], [-2.416714, -0.592376, -0.163979]],
  "forces_ev_per_angstrom": [[0.071, 0.115, -0.261], [0.077, 0.082, 0.040], [-0.016, -0.266, -0.133], [0.239, -0.055, 0.162], [-0.144, 0.367, 0.226], [0.092, 0.003, 0.121], [0.151, -0.050, -0.452], [-0.074, 0.059, 0.261], [0.226, -0.296, 0.412], [0.056, 0.354, -0.030], [-0.170, -0.331, -0.445], [0.163, 0.171, 0.031], [-0.168, -0.026, -0.155], [-0.124, 0.039, 0.038], [-0.037, -0.104, 0.157], [0.094, 0.160, -0.250], [-0.038, -0.108, 0.134], [0.020, -0.248, 0.235], [0.073, -0.171, -0.085], [0.103, -0.009, 0.160], [-0.104, 0.028, 0.099], [-0.022, -0.095, 0.041], [0.106, 0.023, 0.102], [-0.092, 0.082, 0.062], [0.035, 0.135, -0.092], [-0.124, 0.022, 0.030], [-0.106, -0.139, -0.103], [0.004, 0.086, -0.138], [-0.047, 0.079, -0.061], [0.036, 0.004, 0.048], [0.002, 0.037, 0.009], [0.007, -0.073, 0.028], [-0.089, 0.033, -0.095], [-0.094, -0.063, -0.082], [0.014, -0.011, 0.133], [-0.056, 0.054, -0.065], [-0.026, -0.051, -0.039], [0.114, -0.008, -0.094], [0.058, -0.079, 0.009], [-0.070, 0.111, -0.025], [-0.108, 0.024, 0.088], [-0.033, 0.115, -0.019]],
  "relative_energy_kj_mol": 19.71,
  "smiles": "CC(C)(C)CN1C(N)=NC[C@H]1Cc1ccc(O)cc1",
  "homo_energy_ev": -8.11
}

# 4
{
  "formula": "C15H23N3O",
  "method": "the ωB97M-V functional and the def2-TZVPD basis",
  "species": ["N", "C", "C", "C", "C", "C", "O", "C", "N", "N", "C", "C", "C", "C", "C", "C", "C", "C", "C", "H", "H", "H", "H", "H", "H", "H", "H", "H", "H", "H", "H", "H", "H", "H", "H", "H", "H", "H", "H", "H", "H", "H"],
  "coordinates": [[0.597657, 1.579545, -4.478303], [-0.150349, 0.850960, -3.563553], [-1.335577, 1.412908, -3.169176], [-2.118631, 0.761270, -2.242338], [-1.751901, -0.517069, -1.741724], [-2.566449, -1.112222, -0.622916], [-2.529995, -2.557090, -0.719394], [-2.028074, -0.597843, 0.734483], [-2.630046, -1.213801, 1.865949], [-0.662927, -1.075251, 1.050984], [0.241817, -0.335972, 1.982879], [1.516052, -1.132485, 2.245105], [2.589774, -0.166534, 1.773118], [2.660890, 0.989637, 2.751247], [1.426084, 1.811705, 2.387915], [0.728574, 0.965429, 1.325537], [1.961024, 0.480380, 0.537396], [-0.579969, -1.110838, -2.205541], [0.244520, -0.398320, -3.118979], [1.336230, 1.070301, -4.909377], [0.183196, 2.326070, -5.019324], [-1.605638, 2.395990, -3.496595], [-2.995560, 1.269861, -1.875116], [-3.611326, -0.808546, -0.763889], [-1.704945, -2.881036, -0.283540], [-2.169108, 0.498968, 0.802731], [-3.122069, -2.064410, 1.538639], [-1.854674, -1.453071, 2.489739], [-0.180508, -1.181827, 0.170670], [-0.276616, -0.164405, 2.903438], [1.607135, -1.418703, 3.310938], [1.542952, -2.062567, 1.656187], [3.525929, -0.681369, 1.665218], [3.588948, 1.579637, 2.705741], [2.560744, 0.668572, 3.806083], [0.743743, 1.895624, 3.233362], [1.673482, 2.797963, 1.998506], [-0.020310, 1.490318, 0.721549], [2.591082, 1.256576, 0.114936], [1.698192, -0.240358, -0.291850], [-0.270175, -2.061228, -1.777861], [1.146822, -0.866771, -3.492875]],
  "forces_ev_per_angstrom": [[0.529, -0.037, 0.213], [0.557, 0.340, -1.400], [-0.932, -0.233, 1.343], [0.503, -0.880, 0.239], [-0.115, 1.110, -0.352], [0.891, -0.771, -0.264], [0.507, 0.321, 0.864], [1.106, -0.360, 1.546], [-3.426, -0.605, 1.129], [1.860, 0.186, -2.257], [-1.255, -0.052, -1.825], [0.021, -0.520, 0.226], [0.728, -0.592, 0.112], [0.289, 0.401, 1.153], [-0.933, 0.323, 0.122], [0.611, 0.471, -0.503], [-0.450, -1.238, -0.653], [0.310, 1.301, -0.336], [-0.762, -1.117, 0.869], [0.351, 0.029, -0.452], [-0.003, -0.418, 0.229], [-0.127, 0.358, -0.272], [-0.302, -0.130, 0.119], [0.162, -0.172, 0.354], [-0.910, 0.484, -0.312], [0.286, -0.270, -0.372], [0.556, 0.544, 0.750], [-1.140, -0.405, -0.250], [0.717, 0.198, -0.087], [-0.576, 0.314, 0.550], [0.084, 0.166, -0.512], [-0.159, 0.278, 0.105], [0.603, -0.103, -0.323], [-0.251, -0.241, -0.233], [0.286, -0.121, -0.482], [0.098, 0.458, 0.166], [-0.054, 0.075, 0.091], [0.006, -0.132, 0.306], [-0.101, 0.297, -0.030], [0.347, 0.609, 0.846], [0.020, 0.017, -0.439], [0.067, 0.118, 0.019]],
  "relative_energy_kj_mol": 172.90,
  "smiles": "Nc1ccc([C@@H](O)[C@@H](N)N[C@H]2C[C@@H]3CC[C@H]2C3)cc1",
  "homo_energy_ev": -8.02
}

# 5
{
  "formula": "C15H23N3O2S",
  "method": "the ωB97M-V functional and the def2-TZVPD basis",
  "species": ["C", "C", "H", "H", "C", "C", "C", "C", "O", "N", "C", "N", "S", "C", "H", "H", "C", "O", "N", "C", "H", "C", "H", "C", "C", "H", "H", "H", "C", "C", "H", "H", "H", "H", "H", "H", "H", "H", "H", "H", "H", "H", "H", "H"],
  "coordinates": [[3.530742, 1.880772, -2.639587], [3.678981, 1.542074, -1.192356], [4.185893, 2.353487, -0.682021], [4.376129, 0.658931, -1.014210], [2.571507, 1.321449, -0.569041], [2.594674, 1.319908, 1.018959], [3.741309, 1.339263, 1.716425], [3.692601, 0.813539, 3.258278], [4.645035, 0.754237, 4.034980], [2.315412, 0.800750, 3.663067], [1.201432, 0.945161, 3.129411], [1.384673, 1.090624, 1.794876], [-0.221989, 0.678370, 3.518725], [-1.387784, 0.700500, 2.244639], [-1.094613, 1.499526, 1.629548], [-2.332191, 0.738894, 2.493827], [-0.860421, -0.482269, 1.202216], [-0.164913, -1.308649, 1.824154], [-1.394339, -0.683415, 0.137431], [-2.299984, 0.398417, -0.501294], [-2.409075, 1.080548, 0.095121], [-3.543632, -0.325983, -0.710296], [-4.327974, 0.192790, -1.229957], [-3.276780, -1.540657, -1.653461], [-4.483589, -2.778743, -1.804191], [-4.358302, -3.431985, -2.621495], [-5.191961, -1.912238, -2.634235], [-5.002534, -2.965236, -0.902710], [-2.125243, -2.428052, -1.040962], [-0.968275, -1.658738, -0.789733], [-0.220479, -2.359626, -0.092437], [-0.405507, -1.451919, -1.672313], [-1.931660, -3.398497, -1.654224], [-2.474177, -2.965770, -0.204586], [-2.800037, -1.340997, -2.724200], [-4.111426, -0.840689, 0.267839], [-1.794937, 0.474538, -1.491564], [2.112404, 0.869484, 4.714481], [4.642705, 1.219456, 1.399386], [1.851514, 2.452190, -0.424431], [1.816453, 0.730011, -0.936386], [3.017514, 2.984795, -2.682027], [4.652718, 1.996117, -3.108765], [3.170125, 1.037634, -3.166884]],
  "forces_ev_per_angstrom": [[3.342, 3.396, -0.851], [9.497, 0.567, -3.386], [0.507, 0.265, -0.060], [-0.450, 0.689, -0.600], [-10.848, 4.345, 9.351], [-1.697, -2.507, 2.024], [-4.188, -1.985, 5.591], [0.327, 3.510, -2.604], [-2.307, -0.623, -1.309], [4.699, -0.605, 10.219], [6.429, 2.079, -13.808], [-0.874, 1.595, -4.137], [-9.630, -1.959, 7.764], [6.662, -1.074, -5.026], [-0.082, 1.918, -0.555], [-4.709, -0.123, 1.820], [2.675, -0.873, 11.798], [0.240, 0.296, -1.339], [-3.445, 3.523, -8.355], [3.009, -9.653, -5.608], [-0.547, 8.026, 5.794], [-3.843, -4.001, -0.214], [-0.361, 0.970, 0.053], [1.246, -4.815, -0.680], [-0.590, 8.410, -3.803], [0.858, -1.454, -0.022], [0.856, -2.620, 2.828], [-0.471, -0.526, 0.599], [-2.595, -2.978, -3.169], [4.207, -3.681, 3.801], [-1.553, 1.833, -1.939], [0.334, 1.360, -0.528], [-0.083, 1.965, 0.032], [-0.584, 0.084, 1.803], [-1.656, 0.345, 1.966], [1.833, 1.669, -2.139], [-0.520, 1.331, 0.718], [1.850, -0.755, -1.202], [5.517, -0.094, -2.455], [1.634, -2.537, -1.300], [-1.505, -1.961, -0.745], [0.802, -3.087, -0.519], [-2.685, 0.039, 1.067], [-1.300, -0.304, -0.877]],
  "relative_energy_kj_mol": 1305.09,
  "homo_energy_ev": -7.85
}

Number 1: largest force on an atom 0.0273 hartree/bohr. Number 2: largest force on an atom 0.0093 hartree/bohr. Number 3: largest force on an atom 0.0113 hartree/bohr. Number 4: largest force on an atom 0.0711 hartree/bohr. Number 5: largest force on an atom 0.2989 hartree/bohr.